(1)
Here is a gas-phase ion, C4H5O6 (charge -1) from the Open Molecules 2025 dataset. Energies are from the ωB97M-V functional and the def2-TZVPD basis.

The geometry in XYZ format:
```
15
Properties=species:S:1:pos:R:3
O -0.1950 0.6252 -2.4846
C -0.0386 0.3747 -1.2726
C 0.9535 -0.5082 -0.7199
O 2.2017 -0.6680 -1.3713
O -1.0733 0.7153 -0.4301
C -1.2472 0.4766 0.9915
O -0.5337 -0.5503 1.6336
C -1.9758 1.3399 1.7568
O -2.2009 1.0539 2.9592
O -2.5099 2.4663 1.1271
H 0.3386 -1.4581 -0.7547
H 1.2261 -0.3470 0.3639
H 2.2009 -0.7069 -2.3949
H -1.0078 -0.5067 2.5582
H -2.2325 2.4337 0.2246
```

Output
Calculated total energy: -606.85666 Ha
LUMO energy: 0.1187 Ha
Total charge: -1
SMILES: O=C(CO)O/C(O)=C(/[O-])O
Frontier orbital gap: 5.4 eV

***

(2)
Here is 6 unconnected molecules or ions with the total composition CH12O6 from the Open Molecules 2025 dataset. Energies are from the ωB97M-V functional and the def2-TZVPD basis.

The geometry in XYZ format:
```
19
Properties=species:S:1:pos:R:3
C 2.7530 1.3183 0.6662
O 1.7246 1.7030 1.2275
H 2.9261 1.5800 -0.4179
H 3.2699 0.3926 1.2317
O -1.4204 -2.2119 -0.1113
H -1.7751 -1.4168 0.3235
H -2.3169 -2.6222 -0.1409
O 0.2808 0.7645 -1.9319
H 1.1601 0.9866 -2.2346
H 0.4871 -0.1971 -1.7802
O -1.0671 1.4161 0.4877
H -0.6727 1.1665 -0.3702
H -0.2837 1.4596 1.0110
O 1.8139 -1.5406 -0.9818
H 1.6321 -2.1553 -1.6489
H 1.1189 -1.7416 -0.3238
O -3.3002 -0.0359 1.6093
H -2.7194 0.5646 1.1302
H -3.6109 0.5695 2.2547
```

Output
Calculated total energy: -496.69375 Ha
LUMO energy: 0.0061 Ha
SMILES: C=O.O.O.O.O.O
ΔE to the lowest compared entry with this formula, charge and spin: 23.0 kcal per mole
Frontier orbital gap: 10.8 eV

***

(3)
Here is 2 unconnected molecules or ions with the total composition C11H11N from the Open Molecules 2025 dataset. Energies are from the ωB97M-V functional and the def2-TZVPD basis.

The geometry in XYZ format:
```
23
Properties=species:S:1:pos:R:3
C -0.2425 -2.4149 -0.9881
C 0.5456 -1.6459 -1.8241
C 0.1439 -0.3691 -2.2066
C -1.0066 0.0996 -1.4659
C -1.6731 -0.5570 -0.5267
C -1.2778 -1.8572 -0.2186
H 0.1197 -3.4559 -1.0706
H 1.4246 -2.0679 -2.3158
H 0.6369 0.1382 -3.0803
H -1.4399 1.0521 -1.8371
H -2.4924 -0.0667 0.0018
H -1.6110 -2.5225 0.6143
C 1.7300 1.1151 0.9389
C 1.0645 2.3695 0.7268
C -0.2604 2.4805 1.3332
N -0.8051 1.4266 1.9504
C -0.1749 0.3042 2.0673
C 1.0790 -0.0311 1.5441
H 2.7173 1.0918 0.4990
H 1.6597 3.2387 0.2875
H -0.9469 3.2864 1.3371
H -0.8069 -0.5695 2.4364
H 1.6163 -1.0448 1.7972
```

Output
Calculated total energy: -480.44351 Ha
LUMO energy: 0.0361 Ha
SMILES: c1ccccc1.c1ccncc1
ΔE to the lowest compared entry with this formula, charge and spin: 54.1 kcal per mole
Frontier orbital gap: 9.9 eV

***

(4)
Here is a gas-phase ion, C4H8N (charge +1) from the Open Molecules 2025 dataset. Energies are from the ωB97M-V functional and the def2-TZVPD basis.

The geometry in XYZ format:
```
13
Properties=species:S:1:pos:R:3
C 0.0475 2.0183 -1.3674
C -0.0026 0.6367 -0.7125
C 0.7976 -0.3497 -0.2004
N 0.5415 -1.1336 0.9836
C -0.8627 -1.4303 1.2430
H 0.0290 2.8642 -0.6150
H 1.0023 2.1972 -1.8551
H -0.7367 2.1429 -2.1358
H -1.2174 -2.3820 0.8132
H 1.7498 -0.7710 -0.6300
H 1.2113 -1.8504 1.3617
H -1.1348 -1.3661 2.3485
H -1.4247 -0.5762 0.7662
```

Output
Calculated total energy: -211.53553 Ha
LUMO energy: -0.2752 Ha
Total charge: +1
ΔE to the lowest compared entry with this formula, charge and spin: 85.1 kcal per mole
Frontier orbital gap: 6.6 eV

***

(5)
Here is 10 unconnected molecules or ions with the total composition C50H126N10O10 from the Open Molecules 2025 dataset. Energies are from the ωB97M-V functional and the def2-TZVPD basis.

The geometry in XYZ format:
```
196
Properties=species:S:1:pos:R:3
C -2.5632 -0.1082 9.9116
C -3.8224 0.2225 9.0819
C -3.5236 -0.1237 7.6371
C -4.9286 -0.7327 9.6157
C -5.5023 -0.2651 10.9664
C -6.0500 1.1149 10.8096
C -5.0195 2.1180 10.3254
C -5.7497 3.4529 9.9824
C -4.0040 2.5009 11.4187
N -4.3604 1.5870 9.1494
O -3.5802 2.5216 8.4332
H -2.6314 -0.0905 10.9975
H -2.1010 -1.0308 9.5639
H -1.8446 0.7013 9.7173
H -4.3834 -0.0843 6.9654
H -2.5933 0.3263 7.2938
H -3.3250 -1.2020 7.5616
H -5.7254 -0.6714 8.8644
H -4.5950 -1.7683 9.6106
H -6.2869 -0.9196 11.3526
H -4.7550 -0.2248 11.7668
H -6.6800 1.4472 11.6392
H -6.8402 1.0522 10.0437
H -6.3944 3.3084 9.1181
H -5.0106 4.2495 9.9556
H -6.3440 3.6689 10.8729
H -4.4363 2.8352 12.3643
H -3.2932 3.2938 11.1502
H -3.2251 1.7627 11.6381
H -4.2378 2.9276 7.8579
C 1.0046 -1.6294 0.4591
C 1.7862 -1.4158 -0.8243
C 3.3439 -1.2790 -0.5956
C 1.6185 -2.7785 -1.6056
C 1.8558 -2.7111 -3.1082
C 1.0143 -1.5941 -3.6824
C 1.3354 -0.2268 -3.0569
C 2.6472 0.3712 -3.5587
C 0.1475 0.7227 -3.3864
N 1.2425 -0.3175 -1.5897
O 1.5031 0.9124 -0.9355
H -0.0473 -1.7693 0.2240
H 1.4788 -2.4006 1.0709
H 1.1330 -0.7612 1.1164
H 3.5723 -0.3742 -0.0346
H 3.7198 -2.1368 -0.0351
H 3.8242 -1.3726 -1.5676
H 2.2281 -3.5710 -1.1695
H 0.5833 -3.0966 -1.4555
H 2.8848 -2.6942 -3.4847
H 1.5206 -3.6398 -3.5869
H -0.0123 -1.8591 -3.3961
H 0.9250 -1.6076 -4.7702
H 2.8684 1.3656 -3.1643
H 2.5956 0.5069 -4.6418
H 3.5211 -0.2595 -3.3919
H -0.7757 0.3391 -2.9569
H -0.0445 0.7439 -4.4647
H 0.3401 1.7389 -3.0506
H 2.4364 1.0886 -1.1581
C 4.1306 -0.9320 13.8619
O 3.7117 -1.4570 12.6250
C 2.3781 -1.1358 12.2646
C 2.1054 -1.2980 10.7654
C 3.1198 -0.6494 9.8374
N 0.7977 -0.6626 10.6285
H 4.7181 -1.5815 14.5241
H 3.3218 -0.6366 14.5353
H 4.8543 -0.1544 13.5959
H 1.7232 -1.7936 12.8385
H 2.1569 -0.0848 12.4793
H 1.9868 -2.3384 10.4579
H 2.7340 -0.6914 8.8099
H 4.0952 -1.1216 9.7159
H 3.1798 0.4343 9.9717
H 0.4432 -0.8528 9.6985
H 0.6744 0.3196 10.8195
C 3.1889 -3.6609 6.2878
O 4.1672 -4.4449 6.9443
C 4.0487 -5.8293 6.5948
C 4.9616 -6.0803 5.3890
C 4.9945 -7.5571 4.9808
N 6.3507 -5.7065 5.7131
H 2.1991 -4.0416 6.5494
H 3.2948 -3.6842 5.1976
H 3.2941 -2.6085 6.5483
H 4.3963 -6.3462 7.4894
H 3.0071 -6.0862 6.3942
H 4.6117 -5.5827 4.4816
H 5.1430 -8.3210 5.7396
H 5.5617 -7.7664 4.0682
H 4.0408 -7.8125 4.4798
H 6.3540 -5.1959 6.5938
H 6.7308 -5.0082 5.0828
C -2.5691 -7.7885 3.6614
O -1.6355 -8.0785 2.6401
C -1.8500 -7.5894 1.3029
C -1.3901 -6.1403 1.2240
C -1.7072 -5.5831 -0.1891
N 0.0516 -6.0353 1.4578
H -2.5570 -6.7920 4.1327
H -2.3069 -8.4419 4.4899
H -3.5789 -7.8127 3.2361
H -1.1580 -8.2478 0.7757
H -2.8934 -7.7599 1.0264
H -2.0231 -5.5831 1.9265
H -0.9892 -5.9766 -0.9077
H -1.6618 -4.4953 -0.2352
H -2.7182 -5.9254 -0.4210
H 0.2702 -5.0630 1.6443
H 0.2042 -6.5781 2.3068
C -4.0824 -4.0447 3.3358
O -4.6082 -3.6221 4.6130
C -5.2680 -4.7157 5.2450
C -5.9557 -4.3221 6.5320
C -4.9269 -3.8897 7.5610
N -6.7737 -5.4599 6.9785
H -3.7781 -5.0509 3.0400
H -3.2190 -3.3942 3.2114
H -4.9794 -3.7464 2.7787
H -5.9305 -5.2543 4.5577
H -4.5158 -5.4658 5.5401
H -6.6477 -3.4969 6.3357
H -4.1532 -4.6297 7.7717
H -5.3733 -3.5567 8.4992
H -4.4532 -2.9726 7.2044
H -7.4108 -5.7348 6.2453
H -6.1492 -6.2138 7.2414
C -1.9850 -0.4636 2.7388
O -1.6473 -1.6727 3.3617
C -1.6954 -1.6729 4.7688
C -0.8726 -2.8769 5.3020
C -0.6186 -2.8437 6.7924
N 0.3875 -2.9314 4.5233
H -1.3857 -0.3121 1.8422
H -1.6740 0.4023 3.3421
H -3.0585 -0.3084 2.6075
H -1.2668 -0.7148 5.1069
H -2.7309 -1.5956 5.1292
H -1.5757 -3.7029 5.1642
H -1.5957 -3.0189 7.2628
H -0.1705 -2.0360 7.3782
H -0.0037 -3.6887 7.1175
H 0.0197 -2.9203 3.5718
H 0.7954 -1.9977 4.6034
C -0.2727 -7.0539 6.4845
O 0.7924 -7.6185 7.2639
C 0.5645 -7.4315 8.6626
C 1.6924 -8.1037 9.4581
C 1.7174 -9.5937 9.2371
N 1.6276 -7.7689 10.8718
H -0.4885 -6.0663 6.9096
H -1.1651 -7.6573 6.6841
H 0.1599 -7.0553 5.4891
H 0.5022 -6.3483 8.8241
H -0.4187 -7.8760 8.8755
H 2.5743 -7.5803 9.0783
H 2.1364 -9.8455 8.2601
H 0.7723 -10.0933 9.4280
H 2.5562 -9.9715 9.8332
H 0.8467 -8.1878 11.3732
H 1.4353 -6.7842 11.0403
C -2.8644 -1.9029 -1.7677
O -3.8793 -0.9841 -1.4315
C -3.6288 0.3118 -1.9105
C -4.7885 1.2693 -1.5720
C -5.2568 1.2007 -0.0949
N -5.9975 0.8321 -2.3387
H -3.0348 -2.8567 -1.2776
H -1.8522 -1.5062 -1.6238
H -2.9825 -2.0521 -2.8559
H -2.8383 0.7350 -1.2680
H -3.2920 0.2866 -2.9504
H -4.6844 2.3128 -1.8662
H -5.8990 2.0511 0.0902
H -4.3944 1.0551 0.5593
H -5.7516 0.2303 -0.0337
H -6.1266 -0.1532 -2.1339
H -5.8498 0.9392 -3.3353
C 1.3368 0.4485 6.3898
O 1.3432 0.5352 4.9879
C 2.4234 1.2477 4.4163
C 3.8209 0.8297 4.8800
C 4.8895 1.7079 4.2132
N 3.9778 -0.5818 4.5377
H 2.1341 -0.1931 6.7713
H 0.4078 -0.0146 6.7270
H 1.3404 1.4571 6.8177
H 2.3484 1.0956 3.3393
H 2.3129 2.3108 4.6610
H 3.9000 0.9483 5.9631
H 4.9401 1.3650 3.1766
H 5.8784 1.5573 4.6464
H 4.6839 2.7794 4.2284
H 3.5271 -0.8268 3.6699
H 4.9202 -0.9314 4.6106
```

Output
Calculated total energy: -3280.23210 Ha
LUMO energy: 0.0158 Ha
SMILES: CC1(C)CCCC(C)(C)N1O.CC1(C)CCCC(C)(C)N1O.COC[C@H](C)N.COC[C@H](C)N.COC[C@H](C)N.COC[C@H](C)N.COC[C@H](C)N.COC[C@H](C)N.COC[C@H](C)N.COC[C@H](C)N
ΔE to the lowest compared entry with this formula, charge and spin: 70.0 kcal per mole
Frontier orbital gap: 8.6 eV

***

(6)
Here is 2 unconnected molecules or ions with the total composition C5H11N4O from the Open Molecules 2025 dataset. Energies are from the ωB97M-V functional and the def2-TZVPD basis.

The geometry in XYZ format:
```
21
Properties=species:S:1:pos:R:3
C -0.9036 -0.6651 1.5906
C 0.4322 1.4101 0.9802
C 0.2475 0.2334 1.9013
C -1.1950 -2.4495 -1.0120
C 1.5299 1.6440 -1.2329
N 0.4330 -0.9337 0.9143
N 0.8470 -0.5009 -0.2069
N -1.0043 -1.2650 -1.4199
N 1.0040 0.7848 -0.1923
O -1.3813 -1.6715 2.3365
H -1.7087 -0.3072 1.1143
H -0.5026 1.8345 0.8881
H 1.1929 2.1919 1.4804
H 0.7902 0.3570 2.8335
H -0.3273 -3.0895 -0.7007
H -0.6209 -2.2416 2.4924
H -2.0993 -3.0370 -1.2684
H 1.6432 0.9601 -2.1534
H 0.6548 2.4037 -1.3925
H 2.3424 2.1311 -0.9102
H -1.6562 -0.8196 -2.0421
```

Output
Calculated total energy: -490.92376 Ha
LUMO energy: -0.1776 Ha
Total charge: +1
ΔE to the lowest compared entry with this formula, charge and spin: 165.2 kcal per mole
Frontier orbital gap: 8.5 eV

***

frontier orbital gap of number 6 (C5H11N4O)? 8.5 eV